ORCA calculation (ωB97M-V/def2-TZVPD) on an isolated molecule of C5H7NS2 at a distorted geometry.

Output
Orbital gap (alpha / beta), eV: 7.1 / 7.1
Molecular weight, g mol⁻¹: 145.25
Maximum force, eV/Å: 7.735
SMILES string: Cc1s[nH]c(=S)c1C
Relative energy (zero: lowest compared OMol25 entry of this formula, charge and spin), kcal/mol: 49.3
Total charge: 0
HOMO (alpha / beta), eV: -7.34 / -7.33

Last column: Löwdin charge in e.
CARTESIAN COORDINATES (ANGSTROEM)
H 0.42862 2.60405 -0.06534  0.1012
C -1.87132 -0.98011 -0.03496  -0.1277
C 0.38103 0.48990 0.09559  -0.2825
H -2.14179 -1.13454 1.04027  0.0976
N 1.98217 -1.17366 -0.09950  -0.3534
S 3.12583 1.18099 0.17672  0.5329
C -0.28800 1.73647 0.16316  -0.1178
H -2.33801 0.01433 -0.36132  0.0972
C -0.41390 -0.95204 -0.06775  -0.5138
H 2.80856 -1.49012 -0.45945  0.0496
C 1.78809 0.20608 -0.06626  -0.8761
H -0.92447 1.83569 1.15716  0.1317
H -1.00079 1.73101 -0.69772  0.0833
H -2.24395 -1.90486 -0.68724  0.1237
S 0.70791 -2.16319 -0.09335  1.0541